No. 1
The following is a quantum chemistry calculation of a molecular structure, C14H26N7PtS at a distorted geometry, from OMol25.

Structure (XYZ):
```
49
Properties=species:S:1:pos:R:3:forces:R:3:nbo_charge:R:1
Pt -0.6703 0.7095 0.2960 0.323 0.375 -0.576 1.13
N 0.5668 2.0829 1.6408 -0.551 -1.622 0.687 -0.82
C -0.1115 1.9102 2.9617 0.030 1.508 0.094 -0.25
C -0.2900 0.4844 3.3269 -0.616 -1.091 -0.306 -0.26
N -1.0267 -0.2814 2.2288 0.466 0.708 0.372 -0.60
C -2.4740 -0.3870 2.4191 -0.810 0.291 0.368 -0.25
C -3.2265 0.9259 2.1685 -0.259 0.107 0.077 -0.26
N -2.6968 1.5792 0.9294 0.026 1.110 0.399 -0.84
H 0.4754 3.0341 1.3765 0.179 1.075 -0.438 0.41
H 1.5572 1.8333 1.7048 -0.323 0.228 -0.068 0.41
H 0.3954 2.4746 3.7660 0.031 -0.440 -0.315 0.26
H -1.0810 2.3978 2.8706 -0.002 0.037 -0.038 0.20
H 0.6689 0.0125 3.4423 0.448 -0.319 0.133 0.23
H -0.8226 0.3910 4.2845 0.059 -0.013 -0.294 0.26
H -0.7390 -1.2469 2.2167 0.639 -0.228 0.034 0.42
H -2.8452 -1.0925 1.6670 0.154 -0.193 0.360 0.22
H -2.6191 -0.7913 3.4402 -0.497 0.210 -0.547 0.25
H -4.3104 0.6966 2.0792 0.673 0.225 0.031 0.25
H -3.1235 1.6805 2.9460 -0.020 -0.384 0.347 0.23
H -3.3550 1.4817 0.1718 -0.130 -0.203 -0.336 0.40
H -2.6678 2.6140 1.0618 0.084 -1.030 -0.002 0.42
C 5.1489 -2.4280 0.5575 0.332 -0.520 0.731 -0.63
C 5.0403 -0.8887 0.4757 0.176 -1.199 -0.588 -0.25
N 4.1417 -0.4669 -0.6020 -0.437 0.964 -1.246 -0.38
C 2.8438 -0.3289 -0.5141 -0.394 -0.610 1.649 0.22
S 1.9741 -0.7376 0.9427 0.238 -0.101 -0.058 0.20
N 2.1808 0.0265 -1.6155 -0.041 0.482 -0.701 -0.16
N 0.8665 0.1979 -1.4863 0.433 -0.230 0.814 -0.34
C 0.2439 0.0557 -2.6278 -0.476 -0.199 -1.126 0.44
C 0.9561 -0.2409 -3.8854 -0.810 1.001 -0.734 -0.70
C -1.2247 -0.0458 -2.6366 0.131 -0.103 -0.294 0.07
C -1.9545 -0.2688 -3.8029 0.101 0.229 0.657 -0.13
C -3.3099 -0.6160 -3.6930 1.417 -0.018 -1.898 -0.10
C -3.8543 -0.7802 -2.4688 -0.455 -0.027 0.007 -0.18
C -3.0793 -0.5132 -1.3755 0.330 0.334 0.737 0.07
N -1.8072 -0.1167 -1.4355 -0.720 -0.377 1.007 -0.49
H 5.8620 -2.6457 1.3997 -0.745 0.115 -0.785 0.27
H 5.5441 -2.9046 -0.3404 0.160 0.356 -0.049 0.25
H 4.1944 -2.9432 0.7600 0.250 0.435 0.150 0.22
H 6.0276 -0.5031 0.2248 -0.162 0.329 0.349 0.27
H 4.6258 -0.5391 1.4204 0.213 0.431 -0.016 0.23
H 4.4524 -0.1480 -1.5459 0.422 -0.581 0.924 0.46
H 1.9908 0.0624 -3.8536 0.096 -0.178 -0.156 0.28
H 0.4230 0.2801 -4.7152 0.625 -0.379 0.485 0.27
H 0.8268 -1.3061 -4.0566 0.288 -0.309 -0.192 0.29
H -1.4360 -0.1519 -4.7392 -0.390 -0.190 -0.269 0.26
H -3.8401 -0.8382 -4.6040 -0.313 0.116 -0.081 0.27
H -4.8711 -1.0820 -2.3524 -0.485 -0.225 0.134 0.27
H -3.5703 -0.6386 -0.4285 0.312 0.103 0.570 0.21
```
Positions in Å, forces in eV/Å.

The calculation puts the calculated total energy at -39422.566 eV. The calculation puts the energy above the lowest of the compared OMol25 structures with the same formula, charge and spin at 0.0 kJ/mol. For the HOMO energy (spin up / spin down), the calculation gives -17.66 / -19.16 eV. For the HOMO-LUMO gap (spin up / spin down), the calculation gives 7.646 / 6.573 eV. As for the LUMO energy (spin up / spin down): -10.013 / -12.587 eV. The spin multiplicity is 5. As for the expectation value of S²: 6.036. As for the net charge: +3.

No. 2
The following is a quantum chemistry calculation of a single C4H3N3O molecule at a distorted geometry, from OMol25.

Structure (XYZ):
```
11
Properties=species:S:1:pos:R:3:forces:R:3:nbo_charge:R:1
O -2.1264 -0.0202 -0.9355 0.152 -0.249 -0.021 -0.45
C -1.1570 0.0173 -0.2234 -0.650 -0.002 -0.286 0.43
C -0.4406 -1.0966 0.4170 -1.026 -1.471 0.453 0.06
N 0.7830 -1.3858 0.1763 -0.173 0.799 0.345 -0.40
C 1.5010 -0.4358 -0.5886 0.872 -3.818 0.652 0.20
N 1.4130 0.7972 -0.6095 0.379 4.006 -0.153 -0.28
N 0.6393 1.5923 0.1756 -2.418 -1.067 0.718 -0.17
C -0.5970 1.2087 0.3940 1.143 1.855 -0.033 -0.03
H -1.1472 -1.6247 1.1553 1.562 0.145 -0.951 0.22
H 2.4535 -0.7942 -1.0074 -0.821 -0.375 -0.332 0.20
H -1.3216 1.7418 1.0461 0.980 0.176 -0.393 0.23
```
Positions in Å, forces in eV/Å.

The calculation puts the calculated total energy at -10710.729 eV. The calculation puts the energy above the lowest of the compared OMol25 structures with the same formula, charge and spin at 281.9 kJ/mol. For the HOMO energy, the calculation gives -9.89 eV. Its SMILES is O=c1cncnnc1. For the HOMO-LUMO gap, the calculation gives 9.117 eV. As for the LUMO energy: -0.774 eV. The spin multiplicity is 1. As for the net charge: 0.

No. 3
The following is a quantum chemistry calculation of a molecular structure, C24H18Cl2IrNS4Sb2 at a distorted geometry, from OMol25.

Structure (XYZ):
```
52
Properties=species:S:1:pos:R:3:forces:R:3:nbo_charge:R:1
Ir 0.6632 0.2371 -0.2348 0.249 0.941 -0.059 0.41
S 2.3117 -3.0149 2.8595 0.126 -0.216 0.061 -0.93
Sb 1.6601 -0.8531 3.0574 0.037 0.272 -0.278 0.88
S 2.4788 0.3039 0.9867 1.352 -0.209 0.824 -0.57
S -0.3018 -0.7023 1.5585 -0.717 -0.551 0.566 -0.62
Cl -3.6658 3.0947 -2.1885 -0.022 -0.353 0.193 -0.03
C -1.9169 3.2999 -2.1262 0.160 -0.032 0.009 -0.10
C -1.5668 4.5614 -2.5898 -0.048 0.010 0.016 -0.21
C -0.2597 4.9510 -2.7824 0.020 0.046 -0.028 -0.28
C 0.7155 4.0010 -2.5420 -0.006 0.027 -0.008 -0.24
C 0.3563 2.7650 -2.0659 0.183 -0.193 -0.021 0.01
Cl 1.6871 1.6343 -1.8983 0.044 0.392 -0.193 0.12
C -0.9515 2.3065 -1.7289 -0.397 -0.279 0.128 0.11
N -1.1103 1.0873 -1.1067 -0.582 0.519 -0.595 -0.69
H -2.3781 5.2392 -2.8176 0.022 0.026 -0.010 0.22
H -0.0135 5.9418 -3.1352 0.001 0.005 0.002 0.21
H 1.7636 4.2059 -2.7145 -0.007 -0.005 -0.002 0.22
S 0.9413 -1.3910 -1.8776 -0.125 -0.169 -0.058 -0.44
Sb -1.2178 -1.8538 -1.2687 0.058 -1.067 -0.449 1.81
C -2.5874 -0.7095 -0.2685 -0.189 0.646 0.256 -0.35
C -3.4692 -1.1913 0.6626 0.095 -0.090 -0.378 -0.25
C -4.1343 -0.3068 1.5145 0.033 0.162 0.063 -0.20
C -3.7145 1.0487 1.5590 -0.042 0.179 0.071 -0.25
C -2.8365 1.5605 0.6617 -0.155 -0.116 -0.041 -0.12
C -2.4322 0.7579 -0.5437 0.224 0.128 0.115 -0.13
C -1.2365 -3.7715 -0.4006 -0.039 -0.196 -0.040 -0.33
C -2.1442 -4.7159 -0.8724 -0.092 -0.031 0.077 -0.26
C -2.1545 -5.9980 -0.3352 0.007 0.052 -0.025 -0.23
C -1.2468 -6.3341 0.6590 0.014 -0.027 0.018 -0.19
C -0.3276 -5.3980 1.1132 0.015 -0.006 0.005 -0.21
C -0.3132 -4.1156 0.5844 -0.112 0.033 -0.120 -0.22
C -2.2317 -2.1639 -3.1149 0.010 -0.101 -0.014 -0.31
C -3.5392 -1.7258 -3.2809 -0.042 -0.024 -0.020 -0.25
C -4.1988 -1.9328 -4.4871 -0.001 0.005 -0.011 -0.21
C -3.5536 -2.5853 -5.5274 -0.021 0.009 0.005 -0.21
C -2.2460 -3.0268 -5.3668 0.009 0.012 0.034 -0.20
C -1.5862 -2.8106 -4.1661 0.027 0.026 0.009 -0.24
H -3.5976 -2.2600 0.8029 0.062 0.005 -0.046 0.22
H -4.8408 -0.6857 2.2410 0.016 0.032 0.001 0.20
H -4.0643 1.6720 2.3747 0.018 -0.016 -0.013 0.21
H -2.4634 2.5740 0.7539 -0.015 -0.031 -0.041 0.21
H -3.1766 0.9594 -1.3223 -0.181 0.055 -0.033 0.23
H -2.8496 -4.4600 -1.6556 0.001 0.003 -0.014 0.21
H -2.8667 -6.7294 -0.6972 0.002 0.002 -0.002 0.20
H -1.2506 -7.3335 1.0779 -0.008 0.005 -0.003 0.20
H 0.3910 -5.6499 1.8834 -0.003 0.023 -0.005 0.23
H 0.4161 -3.4055 0.9522 0.056 0.069 0.045 0.28
H -4.0481 -1.2227 -2.4655 -0.011 0.003 -0.014 0.22
H -5.2153 -1.5814 -4.6124 -0.003 0.000 -0.005 0.21
H -4.0669 -2.7469 -6.4674 -0.003 0.003 0.009 0.21
H -1.7392 -3.5336 -6.1789 -0.005 0.008 0.007 0.21
H -0.5576 -3.1376 -4.0524 -0.016 0.012 0.012 0.22
```
Positions in Å, forces in eV/Å.

The calculation puts the calculated total energy at -110971.163 eV. The calculation puts the energy above the lowest of the compared OMol25 structures with the same formula, charge and spin at 105.1 kJ/mol. For the HOMO energy (spin up / spin down), the calculation gives -3.90 / -3.95 eV. For the HOMO-LUMO gap (spin up / spin down), the calculation gives 6.201 / 5.411 eV. As for the LUMO energy (spin up / spin down): 2.299 / 1.461 eV. The spin multiplicity is 2. As for the expectation value of S²: 0.793. As for the net charge: -1.